Record 1
DFT (ωB97M-V/def2-TZVPD) results for 2 unconnected molecules or ions with the total composition C4H8O2.

The HOMO energy (spin up / spin down) comes out at -7.608 / -7.608 eV. As for the relative energy (zero: lowest compared OMol25 entry of this formula, charge and spin): 4.398 eV. The energy is -8368.884 eV. The maximum force is 0.36 eV/Å.

Last column: natural (NBO) charge in e.
Element x y z (Å)
1 C 2.13522 -0.11851 -0.38249  -0.677
2 C 0.63478 -0.01158 -0.56393  0.431
3 O 0.10288 1.11859 -0.24795  -0.775
4 C -0.10463 -1.07343 -1.02484  -0.702
5 C -1.86497 0.27530 0.37505  0.332
6 O -2.38106 1.42488 0.07540  -0.598
7 H 2.42178 0.21926 0.61890  0.216
8 H 2.50655 -1.13444 -0.54265  0.211
9 H 2.62509 0.54816 -1.10127  0.228
10 H -1.03640 -0.85917 -1.54703  0.196
11 H 0.34556 -2.04294 -1.21495  0.205
12 H -1.13388 0.16491 1.16187  0.211
13 H -2.50847 -0.55618 0.10620  0.187
14 H -1.66148 2.07650 0.20486  0.533

Atoms 1-6, force components in eV/Å:
0.05 -0.02 0.04
0.15 -0.06 0.05
0.01 -0.12 -0.13
0.04 0.01 -0.12
-0.30 0.10 0.18
0.29 -0.19 0.01


Record 2
DFT (ωB97M-V/def2-TZVPD) results for C4H8O2 in the gas phase in a non-equilibrium geometry.

The HOMO energy comes out at -9.912 eV. As for the relative energy (zero: lowest compared OMol25 entry of this formula, charge and spin): 2.425 eV. The energy is -8370.856 eV. The maximum force is 4.19 eV/Å.

Last column: natural (NBO) charge in e.
Element x y z (Å)
1 C 0.18072 -0.96747 -0.29710  0.059
2 C 0.64423 -0.01505 0.84589  -0.475
3 C 0.62286 1.46031 0.25263  -0.105
4 C -0.72445 0.05673 -0.95338  -0.091
5 H -1.38761 -1.74314 0.53468  0.462
6 H 0.97753 -1.36115 -0.97137  0.196
7 H -0.16706 -0.23479 1.65587  0.210
8 H 1.59225 -0.35888 1.34797  0.232
9 H -0.07887 2.19982 0.80184  0.200
10 H 1.64741 1.91802 0.03757  0.209
11 H -1.10286 -0.28155 -2.02424  0.201
12 H -1.68198 0.13034 -0.25911  0.140
13 O -0.51575 -2.06164 0.22984  -0.703
14 O -0.00644 1.25845 -1.20110  -0.537

Atoms 1-6, force components in eV/Å:
0.31 1.31 0.43
0.01 -0.36 1.44
-0.41 0.16 -1.50
-2.30 -0.78 -3.41
0.56 -0.25 -0.15
-0.56 0.45 0.59


Record 3
DFT (ωB97M-V/def2-TZVPD) results for C4H8O2 in the gas phase in a non-equilibrium geometry.

The HOMO energy comes out at -9.888 eV. As for the relative energy (zero: lowest compared OMol25 entry of this formula, charge and spin): 4.317 eV. The energy is -8368.964 eV. The maximum force is 3.04 eV/Å.

Last column: natural (NBO) charge in e.
Element x y z (Å)
1 C -1.33136 -0.10502 -1.21285  -0.629
2 C -0.64737 0.93093 -0.35783  0.042
3 O -1.04824 0.75402 0.98131  -0.530
4 C 0.51341 0.62068 0.47950  -0.084
5 C 1.11756 -0.76891 0.47932  -0.117
6 O 2.03082 -0.97799 1.52958  -0.701
7 H -1.32631 -1.08686 -0.73104  0.219
8 H -0.87665 -0.17935 -2.20037  0.211
9 H -2.37742 0.19825 -1.33107  0.227
10 H -0.71929 1.94383 -0.75324  0.179
11 H 0.25168 1.29576 1.36850  0.338
12 H 1.59060 -0.96792 -0.50450  0.173
13 H 0.32131 -1.51181 0.59801  0.205
14 H 2.50126 -0.14560 1.65468  0.467

Atoms 1-6, force components in eV/Å:
0.10 -0.08 -0.28
-0.56 0.17 -0.25
-1.02 -0.89 -0.48
-1.47 -0.32 1.15
-0.37 0.17 -0.10
0.16 0.25 0.13


Record 4
DFT (ωB97M-V/def2-TZVPD) results for C4H8O2 in the gas phase in a non-equilibrium geometry.

The HOMO energy comes out at -9.643 eV. As for the relative energy (zero: lowest compared OMol25 entry of this formula, charge and spin): 2.282 eV. The energy is -8370.999 eV. The maximum force is 3.19 eV/Å.

Last column: natural (NBO) charge in e.
Element x y z (Å)
1 O 1.06882 -0.72565 -1.74335  -0.715
2 C 0.52675 0.21361 -0.80324  0.083
3 C -0.91301 -0.07551 -0.46822  -0.471
4 C -1.01910 0.04165 1.04757  -0.072
5 O 0.22112 -0.42752 1.57053  -0.516
6 C 1.12792 0.27595 0.75671  -0.141
7 H 0.85515 -1.63039 -1.47780  0.465
8 H 0.74184 1.15999 -1.30190  0.185
9 H -1.17054 -1.09341 -0.76624  0.207
10 H -1.57181 0.62257 -0.96733  0.224
11 H -1.83498 -0.56400 1.42903  0.196
12 H -1.16135 1.09543 1.33058  0.159
13 H 1.18622 1.33041 1.08263  0.177
14 H 1.94298 -0.22314 0.31104  0.218

Atoms 1-6, force components in eV/Å:
0.32 0.11 1.01
-0.39 0.55 0.92
-0.58 0.11 0.01
-0.47 -0.04 -0.09
0.27 0.09 -0.82
-1.14 0.31 -2.96


Record 5
DFT (ωB97M-V/def2-TZVPD) results for C4H8O2 in the gas phase in a non-equilibrium geometry.

The HOMO energy comes out at -9.235 eV. As for the relative energy (zero: lowest compared OMol25 entry of this formula, charge and spin): 3.115 eV. The energy is -8370.166 eV. The maximum force is 3.34 eV/Å.

Last column: natural (NBO) charge in e.
Element x y z (Å)
1 C 1.81877 0.65890 0.39753  -0.620
2 C 0.54227 -0.16235 0.67877  -0.417
3 C -1.51833 -0.32449 -0.69173  -0.148
4 O -2.28130 -0.25710 0.49141  -0.708
5 C -0.04734 -0.59057 -0.56435  0.439
6 O 0.62569 -0.98054 -1.50956  -0.604
7 H 2.63700 0.02016 0.09163  0.239
8 H 2.13842 1.33620 1.20307  0.218
9 H 1.62004 1.29395 -0.49011  0.219
10 H -0.07841 0.20965 1.49312  0.231
11 H -1.45883 0.64639 -1.20702  0.193
12 H -1.92547 -1.08116 -1.35341  0.202
13 H -2.29686 0.65311 0.80959  0.473
14 H 0.22436 -1.42214 0.65106  0.283

Atoms 1-6, force components in eV/Å:
0.25 -0.56 0.04
-0.19 -1.09 0.10
-0.21 -0.15 -0.70
0.09 0.12 0.11
-0.56 1.38 -1.22
-0.42 0.09 0.02


Record 6
DFT (ωB97M-V/def2-TZVPD) results for 2 unconnected molecules or ions with the total composition C4H8O2.

The HOMO energy comes out at -8.322 eV. As for the relative energy (zero: lowest compared OMol25 entry of this formula, charge and spin): 5.020 eV. The energy is -8368.262 eV. The maximum force is 0.56 eV/Å.

Last column: natural (NBO) charge in e.
Element x y z (Å)
1 C 0.42300 -0.39288 1.84334  -0.269
2 C -0.13356 -1.13606 -0.92451  -0.068
3 C 0.41282 -0.39849 -2.08884  -0.774
4 O 0.22597 0.41348 0.67514  -0.502
5 C -0.67087 1.41409 0.76193  0.656
6 O -0.94466 2.11109 -0.17156  -0.543
7 H 0.94359 -1.27973 1.48776  0.240
8 H 1.01841 0.15306 2.58071  0.187
9 H -0.53888 -0.69156 2.27165  0.187
10 H -1.20604 -0.84482 -0.86916  0.086
11 H -0.00603 0.59199 -2.30770  0.222
12 H 0.08867 -1.07811 -2.90315  0.261
13 H 1.50668 -0.37388 -2.12314  0.211
14 H -1.11909 1.51182 1.76754  0.106

Atoms 1-6, force components in eV/Å:
0.03 -0.13 0.23
-0.12 0.19 -0.37
0.10 0.05 0.15
-0.05 0.12 -0.16
-0.16 0.26 -0.27
0.15 -0.31 0.45


Record 7
DFT (ωB97M-V/def2-TZVPD) results for C4H8O2 in the gas phase in a non-equilibrium geometry.

The HOMO energy comes out at -10.492 eV. As for the relative energy (zero: lowest compared OMol25 entry of this formula, charge and spin): 1.917 eV. The energy is -8371.365 eV. The maximum force is 1.30 eV/Å.

Last column: natural (NBO) charge in e.
Element x y z (Å)
1 C -1.55214 0.23802 -0.13238  -0.630
2 C 0.06123 0.20525 -0.40946  0.085
3 C 0.92471 -0.60007 -1.44140  -0.629
4 O 0.30757 -0.50595 0.82489  -0.541
5 C 0.59575 0.21853 1.89138  0.654
6 O 1.39071 1.11888 1.91332  -0.575
7 H -2.17297 -0.10195 -0.95399  0.214
8 H -1.85906 -0.40602 0.73088  0.224
9 H -1.83941 1.24275 0.20688  0.217
10 H 0.56373 1.19971 -0.37978  0.206
11 H 1.90394 -0.75911 -0.95295  0.232
12 H 1.17002 -0.12705 -2.40472  0.218
13 H 0.51381 -1.58947 -1.63684  0.212
14 H -0.00791 -0.13351 2.74418  0.112

Atoms 1-6, force components in eV/Å:
0.42 0.22 -0.77
-0.34 -0.43 0.56
-0.46 -0.06 0.09
1.03 -0.54 0.58
0.59 0.25 0.39
-0.43 0.09 0.22


Record 8
DFT (ωB97M-V/def2-TZVPD) results for a molecular structure, C4H8O2 in a non-equilibrium geometry.

The HOMO energy comes out at -9.765 eV. As for the relative energy (zero: lowest compared OMol25 entry of this formula, charge and spin): 2.301 eV. The energy is -8370.981 eV. The maximum force is 3.66 eV/Å.

Last column: natural (NBO) charge in e.
Element x y z (Å)
1 C 1.12838 0.98658 0.10647  -0.626
2 C 0.17042 -0.20550 0.06063  0.180
3 C -1.00823 -0.30023 0.97792  -0.081
4 C -0.90834 -0.11413 -1.02816  -0.082
5 H 1.59546 1.00446 1.14407  0.221
6 H 1.89503 0.86507 -0.64910  0.211
7 H 0.62644 1.95545 -0.04201  0.222
8 H 1.60035 -1.53122 -0.64277  0.476
9 H -1.09602 0.37879 1.89718  0.179
10 H -1.05704 -1.30879 1.48752  0.194
11 H -1.00519 -1.05631 -1.60190  0.192
12 H -0.84308 0.80079 -1.70302  0.179
13 O 0.89978 -1.46441 0.01576  -0.735
14 O -1.99797 -0.01055 -0.02259  -0.529

Atoms 1-6, force components in eV/Å:
-0.16 -0.15 1.95
1.07 -0.40 -1.75
-0.63 -0.17 3.61
-0.72 0.66 -0.92
-0.29 0.05 -1.34
0.21 0.03 -0.11


Question: Number 6 is which compound?
Answer: C4H8O2


Question: Which of these has the lowest relative energy (zero: lowest compared OMol25 entry of this formula, charge and spin)?
Answer: number 7